# 1
Computed, not measured: one molecule with the formula C2H2ClF3S, with wB97M-V/def2-TZVPD.

The SMILES is F[C@@H](S)C(F)(F)Cl. The gap between HOMO and LUMO comes out at 11.14 eV. As for the HOMO energy: -10.59 eV. Its largest force on an atom is 5.4 eV/A.

Geometry as ORCA input:
```
! wB97M-V def2-TZVPD RIJCOSX def2/J DEFGRID3
* xyz 0 1
F -1.7798 -0.6579 0.9891
Cl -0.5609 1.5593 1.3596
H 0.9281 1.1095 -1.2862
S 1.8111 0.5357 -0.5371
H 0.9860 -1.1393 0.8561
C -0.7997 0.1069 0.3341
F 0.1896 -1.5884 -1.0056
F -1.3402 0.5327 -0.7842
C 0.5657 -0.4585 0.0740
*
```

Mulliken charges, unit e, in atom order: -0.225 -0.121 0.151 -0.073 0.272 0.555 -0.346 -0.177 -0.036


# 2
Computed, not measured: C3H3LiO3Pr as an isolated structure, with wB97M-V/def2-TZVPD.

The gap between HOMO and LUMO (spin up / spin down) comes out at 7.15 / 7.22 eV. As for the HOMO energy (spin up / spin down): -14.77 / -14.83 eV. As for the expectation value of S²: 4.145. Its largest force on an atom is 6.1 eV/A.

Geometry as ORCA input:
```
! wB97M-V def2-TZVPD RIJCOSX def2/J DEFGRID3
* xyz 2 4
C -2.0801 -0.5290 0.0788
C 0.1502 0.0529 0.6862
H -5.1954 -0.1129 0.8803
H -1.8060 -0.6564 -0.9781
O -1.1239 0.3664 0.7198
O -4.0210 0.8064 -0.5504
Li -5.8850 1.2210 -0.5670
C -3.4497 0.0238 0.2155
Pr 2.9906 -0.1305 0.9573
H -2.0474 -1.5117 0.5734
O 0.5090 -1.0279 0.1326
*
```

Mulliken charges, unit e, in atom order: -0.152 0.280 -0.133 0.313 -0.329 -0.420 0.916 0.214 1.614 0.339 -0.641


# 3
Computed, not measured: a 6-piece molecular cluster, H14NO5 overall, with wB97M-V/def2-TZVPD.

The gap between HOMO and LUMO (spin up / spin down) comes out at 10.06 / 2.20 eV. As for the HOMO energy (spin up / spin down): -17.53 / -17.50 eV. As for the expectation value of S²: 0.758. Its largest force on an atom is 2.6 eV/A.

Geometry as ORCA input:
```
! wB97M-V def2-TZVPD RIJCOSX def2/J DEFGRID3
* xyz 2 2
H 1.1377 -0.7373 0.6764
O -1.9008 -1.0768 -1.8439
O 1.3231 3.5822 1.0022
H 1.3867 1.7147 2.4956
H -2.5924 -1.4161 -2.4094
H 0.6796 3.2229 0.3667
H 1.7474 -2.8580 -3.2481
H -1.5630 -0.2578 -2.2140
N 0.4825 -0.7121 -0.0989
H 0.4715 -1.5286 -0.7685
H 1.2930 -3.8606 -2.1761
H -2.6358 0.4384 0.5550
O -1.8565 0.3466 1.1244
H 0.9307 4.2920 1.5538
H -1.9908 0.8798 1.9269
H 0.7094 0.7256 3.4072
O 1.4362 -2.9201 -2.3398
H -0.4499 -0.7966 0.3301
O 0.7833 0.9384 2.4471
H 0.6081 0.0235 -0.7868
*
```

Mulliken charges, unit e, in atom order: 0.361 -0.617 -0.368 0.385 0.313 0.412 0.325 0.319 -0.372 0.337 0.330 0.340 -0.566 0.443 0.324 0.396 -0.653 0.345 -0.373 0.317


# 4
Computed, not measured: C25H19AsBr2ClF6NO3Pt as an isolated structure, with wB97M-V/def2-TZVPD.

The gap between HOMO and LUMO (spin up / spin down) comes out at 2.59 / 2.52 eV. As for the HOMO energy (spin up / spin down): -10.62 / -10.53 eV. As for the expectation value of S²: 0.801. Its largest force on an atom is 2.0 eV/A.

Geometry as ORCA input:
```
! wB97M-V def2-TZVPD RIJCOSX def2/J DEFGRID3
* xyz 1 2
F 3.6366 -4.0281 4.2169
H 0.9082 1.0185 4.4119
H -3.4493 2.0990 2.7934
O -0.4609 0.6295 -2.5210
C 0.1840 -1.9901 -5.5714
C -0.4814 -0.7895 -5.8215
F 1.4493 -2.9048 4.6695
H -0.5804 4.3873 -0.6695
H 2.3496 -4.5985 -2.4065
F 3.5744 -3.0760 1.9230
C -3.3116 1.7631 1.7747
C -1.6017 -1.0373 -0.0409
H 2.3746 1.9061 3.9820
C -2.5464 0.6394 1.5277
C 0.6795 -2.3186 -4.2767
C 1.3793 -3.4989 -3.9555
H 1.1866 -2.7235 0.4203
N 0.8912 -1.6123 -1.9905
F 3.3606 -1.5935 3.8362
C 1.5552 -2.7441 -1.6757
H -0.8284 -0.5651 -6.8205
H 2.2844 0.1480 3.7160
H -1.3827 -1.6702 0.8134
C -3.9064 2.4372 0.7211
C -3.7784 1.9557 -0.5834
H -1.8253 -1.5704 -0.9594
F 1.3910 -2.0354 2.4045
H -4.4875 3.3284 0.9149
H -4.2748 2.4669 -1.3969
H 2.7862 -2.1962 -0.0357
H 1.5765 -4.2333 -4.7241
C -0.4009 4.1576 0.3729
C -3.0456 0.8220 -0.8271
H 2.4023 -3.9058 -0.0758
F 1.6957 -4.4356 2.7103
C 0.4742 2.5549 2.0240
C -2.3715 0.1412 0.2108
C 0.4709 -1.3954 -3.2419
Br 0.4058 -3.1812 -6.9902
As 2.5431 -3.0577 3.3424
Br -1.5955 1.7148 -5.1328
Pt 0.4000 -0.1051 -0.4467
C 2.0014 -2.9173 -0.2820
H -0.7344 5.3580 3.5093
C -0.2479 -0.1406 -3.4599
C 1.8063 -3.7034 -2.6726
O 1.3711 0.4384 1.4498
Cl -1.8556 -0.2240 2.8476
H -1.1411 5.9903 1.1428
C -0.6986 0.1140 -4.8123
C -0.4594 4.6778 2.7151
C 0.1767 2.8720 0.6491
H -2.9660 0.4315 -1.8337
C 1.7253 1.0797 3.6902
C 1.1766 1.2943 2.3158
H 0.3534 3.2314 4.0519
C 0.1459 3.4672 3.0174
O 0.4204 2.0997 -0.3293
C -0.7048 5.0282 1.3788
*
```

Mulliken charges, unit e, in atom order: -0.460 0.394 0.504 -0.228 0.257 -0.485 -0.489 0.486 0.502 -0.509 -0.613 -1.885 0.494 0.989 0.694 -0.661 0.168 -0.412 -0.516 1.032 0.473 0.100 0.634 -0.407 -0.999 0.572 -0.677 0.441 0.443 0.339 0.436 -0.434 -0.089 0.493 -0.502 0.403 0.244 0.380 -0.042 2.179 -0.001 1.742 -1.514 0.443 0.634 -1.134 -0.572 -0.123 0.432 -0.246 -0.747 0.381 0.384 -1.299 0.994 0.451 -0.619 -0.856 -0.601


Calculated DFT total energy (eV), listed in the same order as above: -33615.512, -23554.521, -11934.094, -266855.459
Calculated relative energy (zero: lowest compared OMol25 entry of this formula, charge and spin) (eV), listed in the same order as above: 0.579, 3.630, 0.842, 3.793